No. 1
This record from OMol25 describes an isolated ion of composition C4H9NO2 and charge +1 in a non-equilibrium geometry. The level of theory is ωB97M-V/def2-TZVPD.

```
16
Properties=species:S:1:pos:R:3:nbo_charge:R:1
O 1.03 2.19 0.48 -0.341
C 0.90 1.54 -0.59 0.779
O 0.96 1.98 -1.90 -0.664
C 0.07 0.18 -0.39 -0.123
C -0.30 -0.17 1.05 -0.420
C -1.14 -1.45 1.33 -0.594
N 0.86 -1.01 -1.08 -0.392
H 0.41 2.79 -2.01 0.545
H -0.90 0.36 -0.90 0.255
H -0.76 0.77 1.43 0.245
H 0.63 -0.27 1.61 0.230
H -2.07 -1.40 0.96 0.214
H -0.71 -2.32 0.83 0.216
H -1.25 -1.57 2.41 0.251
H 1.81 -0.67 -1.19 0.397
H 0.47 -0.96 -2.05 0.403
```

Results
relative energy (zero: lowest compared OMol25 entry of this formula, charge and spin)	303.6	kJ/mol
HOMO (alpha / beta)	-16.39 / -15.84	eV
frontier orbital gap (alpha / beta)	11.195 / 6.023	eV
2S+1	2
charge	+1
lowest unoccupied orbital energy (alpha / beta)	-5.20 / -9.82	eV

No. 2
This record from OMol25 describes C5H11NO as an isolated structure in a non-equilibrium geometry. The level of theory is ωB97M-V/def2-TZVPD.

```
18
Properties=species:S:1:pos:R:3:nbo_charge:R:1
C -2.25 -0.42 -0.46 -0.632
C -1.36 -0.21 0.73 -0.250
C -0.15 1.73 -0.26 -0.437
C 0.92 -0.46 0.07 0.702
C 2.32 0.18 -0.11 -0.672
H -2.56 0.45 -1.12 0.218
H -3.20 -0.85 -0.28 0.223
H -1.46 -1.26 -1.28 0.211
H -0.94 -1.18 1.41 0.234
H -1.86 0.34 1.57 0.202
H 0.88 2.28 -0.10 0.229
H -1.20 2.33 0.18 0.217
H -0.51 1.73 -1.43 0.196
H 2.55 0.82 0.87 0.217
H 3.21 -0.75 0.11 0.221
H 2.56 0.62 -0.90 0.194
N -0.01 0.47 0.45 -0.500
O 0.72 -1.60 -0.26 -0.573
```

Results
relative energy (zero: lowest compared OMol25 entry of this formula, charge and spin)	469.7	kJ/mol
HOMO	-9.35	eV
frontier orbital gap	10.228	eV
2S+1	1
lowest unoccupied orbital energy	0.88	eV

No. 3
This record from OMol25 describes C4H8O as an isolated structure in a non-equilibrium geometry. The level of theory is ωB97M-V/def2-TZVPD.

```
13
Properties=species:S:1:pos:R:3:nbo_charge:R:1
C 0.32 1.45 -0.69 -0.629
C 0.27 0.13 0.46 -0.292
C -1.08 -0.56 0.83 -0.066
O -0.54 -1.86 0.58 -0.531
C 0.61 -1.30 -0.06 -0.065
H 1.27 1.43 -1.25 0.213
H 0.26 2.50 -0.30 0.210
H -0.53 1.29 -1.33 0.203
H 0.82 0.95 0.86 0.256
H -1.82 -0.31 0.06 0.160
H -1.56 -0.52 1.82 0.190
H 1.51 -1.87 0.18 0.190
H 0.46 -1.31 -1.15 0.161
```

Results
relative energy (zero: lowest compared OMol25 entry of this formula, charge and spin)	316.9	kJ/mol
HOMO	-9.34	eV
frontier orbital gap	10.423	eV
2S+1	1
lowest unoccupied orbital energy	1.08	eV

No. 4
This record from OMol25 describes one molecule with the formula C9H18Si in a non-equilibrium geometry. The level of theory is ωB97M-V/def2-TZVPD.

```
28
Properties=species:S:1:pos:R:3:nbo_charge:R:1
C -3.04 -0.03 0.61 -0.322
C 1.15 -1.55 -1.31 -0.422
C -2.01 -0.18 -0.22 -0.321
C 0.87 -1.18 -0.11 -0.396
C -2.21 -0.77 -1.56 -0.688
C 1.32 -2.03 1.16 -0.639
C 2.11 1.83 -0.54 -0.629
C 0.09 0.94 2.03 -1.176
C 0.60 1.71 -0.96 -0.809
Si -0.16 0.36 0.32 1.549
H -2.93 0.60 1.48 0.160
H -4.11 -0.40 0.30 0.165
H 0.97 -1.03 -2.26 0.207
H 1.74 -2.49 -1.33 0.179
H -1.27 -1.29 -1.94 0.241
H -2.26 0.04 -2.41 0.223
H -3.06 -1.40 -1.73 0.218
H 1.98 -2.79 0.65 0.207
H 0.50 -2.54 1.55 0.211
H 1.79 -1.46 1.98 0.212
H 2.14 1.51 0.51 0.202
H 2.66 1.21 -1.29 0.217
H 2.41 2.82 -0.82 0.215
H 0.97 1.65 2.26 0.264
H -0.91 1.39 2.26 0.246
H 0.27 0.02 2.68 0.250
H 0.47 1.36 -1.97 0.214
H 0.06 2.70 -0.97 0.218
```

Results
relative energy (zero: lowest compared OMol25 entry of this formula, charge and spin)	0.0	kJ/mol
HOMO (alpha / beta)	-5.14 / -9.39	eV
frontier orbital gap (alpha / beta)	6.031 / 7.314	eV
2S+1	3
lowest unoccupied orbital energy (alpha / beta)	0.89 / -2.08	eV

No. 5
This record from OMol25 describes C30H47Cl2N4O7PrSSi as an isolated structure in a non-equilibrium geometry. The level of theory is ωB97M-V/def2-TZVPD.

```
93
Properties=species:S:1:pos:R:3:mulliken_charge:R:1
C -4.42 0.67 0.55 -1.242
C -4.47 1.00 -0.91 0.793
H -4.34 1.56 1.19 0.178
H -3.61 -0.03 0.75 -0.131
H -5.34 0.12 0.82 0.428
C -5.53 1.66 -1.42 0.049
C -6.57 2.34 -0.59 -1.546
H -5.74 1.63 -2.49 0.621
H -6.13 2.94 0.22 0.283
H -7.27 1.61 -0.16 0.319
H -7.18 3.00 -1.22 0.383
Pr -0.21 -0.68 0.85 0.665
Cl -2.26 -2.15 0.08 -0.494
C 1.43 -1.83 -1.74 -0.601
O 1.06 -0.79 -1.11 -0.230
N 2.47 -1.87 -2.55 0.415
C 3.32 -0.68 -2.74 -0.612
C 2.81 -3.08 -3.30 -0.792
H 0.86 -2.77 -1.59 0.799
H 3.76 -0.36 -1.78 0.169
H 2.72 0.15 -3.13 0.161
H 4.11 -0.94 -3.45 0.336
H 3.02 -3.92 -2.64 0.300
H 3.68 -2.87 -3.93 0.293
H 1.96 -3.36 -3.94 0.336
H 5.00 -0.60 1.33 0.246
H 4.73 -2.36 3.86 0.252
C 4.95 0.06 2.22 -0.827
C 4.57 -1.34 4.24 -0.793
N 4.02 -0.47 3.20 0.256
H 4.66 1.07 1.92 0.269
C 2.70 -0.36 3.00 -0.158
O 2.16 0.06 1.95 -0.561
H 3.89 -1.38 5.10 0.317
H 2.09 -0.66 3.88 0.375
H 5.94 0.07 2.70 0.336
H 5.55 -0.93 4.54 0.358
H 0.29 3.57 5.40 0.320
H -2.19 3.47 2.56 0.227
C 0.56 3.84 4.37 -0.911
C -1.19 3.93 2.57 -0.721
N -0.27 3.14 3.38 0.224
H 1.62 3.58 4.22 0.347
C -0.14 1.84 3.15 -0.125
O -0.68 1.25 2.17 -0.562
H -0.83 4.01 1.53 0.234
H 0.48 1.28 3.88 0.389
H 0.42 4.91 4.21 0.317
H -1.22 4.92 3.03 0.382
O -2.02 0.79 -1.25 0.042
C -3.33 0.46 -1.77 -0.679
C -3.89 1.90 -3.87 0.309
C -3.54 0.67 -3.29 0.172
H -4.14 2.73 -3.23 0.645
C -4.03 2.02 -5.25 -1.145
H -3.42 -0.63 -1.59 0.406
C -3.46 -0.47 -4.12 -0.386
H -4.29 3.00 -5.66 0.353
C -3.89 0.91 -6.08 -0.506
C -3.60 -0.34 -5.51 -0.640
H -3.33 -1.45 -3.65 0.322
H -4.04 1.01 -7.16 0.371
H -3.50 -1.23 -6.14 0.382
Si -1.04 2.26 -2.13 1.685
Cl -2.51 3.56 -1.37 -0.440
C -0.81 3.32 -3.75 -1.570
C -0.42 0.83 -3.31 -1.267
C 0.28 2.77 -0.85 -0.790
H -0.60 2.81 -4.70 0.344
H 0.04 3.99 -3.54 0.344
H -1.70 3.93 -3.88 0.391
H -0.03 2.44 0.15 -0.358
H 0.37 3.87 -0.82 0.517
H 1.31 2.38 -1.05 0.222
H -1.12 0.67 -4.13 0.433
H -0.33 -0.11 -2.75 -0.332
H 0.56 1.07 -3.75 0.615
O 0.03 -2.11 3.01 -0.775
C 0.94 -2.90 2.58 0.835
N 1.32 -2.77 1.29 -0.060
S 2.69 -3.63 0.91 0.977
O 2.41 -4.61 -0.11 -0.645
O 3.83 -2.75 0.72 -0.589
C 2.79 -4.34 2.52 0.187
C 3.85 -5.12 3.01 -0.588
C 3.86 -5.44 4.38 -0.558
C 2.82 -5.00 5.20 -0.401
C 1.76 -4.23 4.70 -0.665
C 1.78 -3.87 3.34 0.036
H 4.63 -5.45 2.33 0.448
H 4.69 -6.03 4.78 0.401
H 2.86 -5.26 6.26 0.389
H 0.95 -3.90 5.36 0.497
```

Results
relative energy (zero: lowest compared OMol25 entry of this formula, charge and spin)	332.4	kJ/mol
HOMO (alpha / beta)	-6.57 / -6.57	eV
frontier orbital gap (alpha / beta)	5.869 / 5.876	eV
2S+1	3
lowest unoccupied orbital energy (alpha / beta)	-0.70 / -0.69	eV

No. 6
This record from OMol25 describes a 2-piece molecular cluster, C2H4NO overall in a non-equilibrium geometry. The level of theory is ωB97M-V/def2-TZVPD.

```
8
Properties=species:S:1:pos:R:3:nbo_charge:R:1
C -0.05 -0.19 0.70 -0.196
C 0.57 -0.37 -0.65 -0.287
N -0.13 0.81 -0.13 0.305
O -0.44 1.90 -0.34 -0.044
H -1.70 -0.58 0.96 0.344
H 0.21 -0.11 1.74 0.308
H 1.55 -0.41 -0.98 0.288
H -0.02 -1.06 -1.30 0.282
```

Results
relative energy (zero: lowest compared OMol25 entry of this formula, charge and spin)	591.2	kJ/mol
HOMO	-17.31	eV
frontier orbital gap	9.215	eV
2S+1	1
charge	+1
lowest unoccupied orbital energy	-8.10	eV

No. 7
This record from OMol25 describes C5H9NO as an isolated structure. The level of theory is ωB97M-V/def2-TZVPD.

```
16
Properties=species:S:1:pos:R:3:nbo_charge:R:1
C 1.71 -0.21 -2.18 -0.713
C 1.52 -0.11 -0.70 0.141
N 0.70 0.75 -0.19 -0.478
C 0.37 0.29 1.17 -0.430
C -0.97 -0.38 1.04 0.013
C -2.18 0.12 1.69 -0.100
O -1.98 0.35 0.31 -0.531
H 1.82 -1.27 -2.45 0.242
H 2.64 0.29 -2.48 0.246
H 0.87 0.21 -2.75 0.215
H 1.50 -0.59 0.57 0.281
H 0.14 1.42 -0.71 0.403
H 0.34 1.13 1.88 0.177
H -0.96 -1.43 0.75 0.177
H -3.00 -0.55 1.94 0.179
H -2.10 1.01 2.33 0.178
```

Results
relative energy (zero: lowest compared OMol25 entry of this formula, charge and spin)	589.4	kJ/mol
HOMO	-7.56	eV
frontier orbital gap	8.570	eV
2S+1	1
lowest unoccupied orbital energy	1.01	eV